Entry 1:
# C3H5N

C3H5N in the gas phase at a distorted geometry (ωB97M-V/def2-TZVPD, OMol25).

Calculated values
**E_HOMO**: -9.9 eV
**HOMO-LUMO gap**: 11.1 eV
**Charge**: 0
**LUMO level**: 1.11 eV

Atoms and positions in Å:
N: -1.984270 -0.347345 -0.001543
C: -0.950823 0.382857 -0.072992
C: 0.444990 -0.550361 -0.092584
C: 1.651507 -0.012953 0.110695
H: -0.920038 1.499419 -0.085402
H: 0.246773 -1.702992 -0.116085
H: 2.575412 -0.657570 0.292944
H: -2.799373 0.373648 0.008995
H: 1.735826 1.015298 -0.044026

Cartesian forces, eV/Å:
-1.839 2.846 -0.124
3.074 -2.898 -0.338
-2.070 0.341 0.618
0.169 -2.756 -0.315
0.242 -0.888 -0.028
0.178 2.443 0.185
-1.385 1.096 -0.445
1.131 -1.814 0.108
0.501 1.629 0.338

---

Entry 2:
# C4H9NS

C4H9NS in the gas phase at a distorted geometry (ωB97M-V/def2-TZVPD, OMol25).

Calculated values
**E_HOMO**: -9.2 eV
**HOMO-LUMO gap**: 10.0 eV
**Charge**: 0
**LUMO level**: 0.79 eV

Atoms and positions in Å:
S: 2.249666 0.724147 -0.939175
N: -1.615862 0.318139 -0.285300
C: 0.687454 0.872295 -0.112331
C: 0.421280 -0.177649 1.006751
C: -0.948402 -0.831106 0.633691
C: -0.340592 0.501907 -1.012945
H: -0.709795 -1.648605 -0.056263
H: -0.493738 1.437903 -1.716555
H: 0.369234 0.298445 2.075986
H: 0.456585 1.724401 0.474956
H: 1.286599 -0.929013 1.160467
H: 0.255681 -0.310329 -1.424995
H: -2.284113 -0.143153 -0.845784
H: 1.971797 -0.678630 -0.704493
H: -1.305794 -1.158751 1.745992

Cartesian forces, eV/Å:
0.331 -2.019 0.827
3.372 -2.233 2.654
0.611 -0.016 4.159
1.164 -0.608 2.422
0.336 0.900 2.075
-2.866 3.625 -3.730
-0.584 -0.339 0.543
0.280 -2.283 0.509
-0.064 -0.563 -2.043
0.458 1.787 -0.377
-1.444 0.827 -0.552
-1.791 -0.982 -1.504
-0.859 -0.547 -0.873
1.418 1.825 -0.887
-0.362 0.624 -3.226

---

Entry 3:
# C3H5FO2

C3H5FO2 in the gas phase at a distorted geometry (ωB97M-V/def2-TZVPD, OMol25).

Calculated values
**E_HOMO (spin up / spin down)**: -4.1 / -11.4 eV
**HOMO-LUMO gap (spin up / spin down)**: 5.2 / 6.8 eV
**Spin multiplicity**: 3
**Charge**: 0
**Expectation value of S²**: 2.007
**LUMO level (spin up / spin down)**: 1.05 / -4.59 eV

Atoms and positions in Å:
F: -1.168028 -1.689024 -0.260639
O: -0.834431 0.717944 -0.794579
O: 0.606076 -0.319175 0.676071
C: 1.712032 -0.333262 -0.312361
C: -0.595572 -0.236016 0.093965
C: -1.553473 0.782287 0.412526
H: -2.548449 0.571159 0.541309
H: 1.250339 -0.875960 -1.096717
H: 2.393177 -0.913485 0.252229
H: 1.885054 0.688363 -0.475808
H: -1.146725 1.607165 0.964001

Cartesian forces, eV/Å:
-1.971 -4.664 -0.781
-0.107 1.373 -1.793
-0.545 0.091 0.330
-2.009 -0.119 2.000
4.567 -1.294 0.395
-0.097 4.518 1.350
-2.279 -0.941 0.077
0.160 -0.422 -1.374
1.375 -0.148 -0.028
1.084 1.032 -0.800
-0.177 0.575 0.623

---

Entry 4:
# C17H33N3O4S

7 unconnected molecules or ions with the total composition C17H33N3O4S at a distorted geometry (ωB97M-V/def2-TZVPD, OMol25).

Calculated values
**E_HOMO (spin up / spin down)**: -9.7 / -9.7 eV
**HOMO-LUMO gap (spin up / spin down)**: 6.7 / 2.6 eV
**Spin multiplicity**: 2
**Charge**: +1
**Expectation value of S²**: 0.764
**LUMO level (spin up / spin down)**: -3.01 / -7.13 eV

Atoms and positions in Å:
S: 14.469327 -5.850170 13.123060
O: 13.194620 -5.452814 13.905291
O: 20.518060 -6.224375 12.054700
O: 19.052142 -4.722084 17.218339
O: 13.027619 -2.229520 16.745763
N: 8.115854 -3.612409 15.188672
N: 18.618450 -2.392247 8.397750
N: 18.764889 -10.362219 15.578764
C: 18.344026 -8.263434 14.743948
C: 10.174856 -4.521957 15.098253
C: 15.017533 -4.319727 12.197039
C: 12.317005 -2.146407 15.487648
C: 16.884692 -3.197659 7.353448
C: 18.243275 -9.199613 13.720665
C: 16.819352 -3.567292 8.646527
C: 18.703262 -9.005820 15.844348
C: 15.798232 -5.911496 14.410035
C: 8.390139 -3.945091 13.859816
C: 17.857368 -5.057813 17.833364
C: 18.501835 -10.476529 14.220950
C: 18.091344 -2.566140 7.184746
C: 9.607515 -4.574873 13.834297
C: 19.364474 -6.266707 11.358108
C: 9.149206 -3.961531 15.913260
C: 17.931539 -3.204960 9.299340
H: 17.230004 -4.204069 18.089559
H: 11.240596 -2.192672 15.652887
H: 18.465313 -2.079384 6.296150
H: 7.275764 -3.128025 15.471019
H: 19.490305 -6.794474 10.412729
H: 16.766291 -5.673467 13.969232
H: 16.177861 -3.212623 6.537025
H: 18.458770 -11.480993 13.826486
H: 19.175591 -5.222940 11.107170
H: 7.709978 -3.728955 13.049213
H: 12.695648 -1.180247 15.154093
H: 17.936628 -5.670111 18.731645
H: 18.818567 -8.745142 16.886049
H: 18.876701 -11.156470 16.192569
H: 19.543867 -2.041985 8.600274
H: 15.438737 -4.821689 11.325991
H: 15.630416 -5.273050 15.277400
H: 19.637926 -4.228632 17.797105
H: 12.631329 -3.000696 14.888070
H: 15.931614 -4.005729 9.077907
H: 10.073867 -4.951171 12.935791
H: 15.746757 -3.705548 12.725347
H: 11.190840 -4.788965 15.349013
H: 17.303284 -5.698323 17.147181
H: 14.064490 -3.828731 12.000222
H: 9.095497 -3.774743 16.975626
H: 18.187711 -3.307080 10.343544
H: 18.358508 -7.199352 14.559777
H: 13.549340 -1.440842 16.911270
H: 17.890392 -8.932292 12.735573
H: 18.505450 -6.553657 11.964604
H: 15.820957 -6.864586 14.938420
H: 20.790815 -7.122949 12.254130

Cartesian forces, eV/Å:
-0.744 1.425 2.230
1.187 -0.415 -1.007
2.269 -0.403 1.589
0.775 0.105 -0.529
-0.566 -0.932 0.377
-0.839 0.283 -1.676
1.946 -1.419 1.820
-0.457 1.663 -2.184
1.029 -0.684 0.647
-0.387 -0.336 -1.109
-0.266 -1.604 0.562
1.822 0.591 1.352
0.595 1.080 -3.598
-0.379 -1.722 -1.043
-2.570 -1.948 2.201
-0.114 -0.258 2.305
-0.135 -0.116 0.249
-0.930 0.086 0.445
-1.040 -0.540 0.390
-0.380 0.166 0.366
-0.975 1.243 -1.255
1.665 -0.338 -0.490
-1.462 1.348 -1.247
0.244 0.472 1.892
0.766 1.804 0.613
-0.033 0.241 -0.082
-0.088 0.385 0.024
0.157 -0.012 0.181
0.120 -0.110 0.311
-0.542 -0.362 -0.017
-0.071 -0.180 -0.071
-0.193 -0.525 0.289
-0.037 0.293 -0.444
-0.252 0.044 -0.336
-0.060 0.037 0.150
-0.919 -0.172 -1.266
0.449 0.021 0.267
0.196 0.445 -0.128
0.101 0.557 0.073
-0.115 -0.083 -0.248
0.107 0.696 -0.315
-0.475 0.862 -0.570
-0.142 -0.015 0.166
0.031 0.221 -0.329
0.208 -0.324 0.203
0.091 0.012 0.130
-0.229 -0.080 0.017
-0.087 -0.226 0.210
-0.033 0.155 -0.230
0.282 0.126 -0.199
0.393 -0.120 0.079
0.153 0.218 -0.205
-0.120 -0.075 0.606
-0.193 -0.005 -0.204
0.294 -0.385 -0.201
-0.244 -0.651 -0.125
0.012 -0.504 -0.826
0.188 -0.035 0.188

---

Entry 5:
# C2H2O2S2

C2H2O2S2 in the gas phase at a distorted geometry (ωB97M-V/def2-TZVPD, OMol25).

Calculated values
**E_HOMO**: -9.2 eV
**HOMO-LUMO gap**: 7.8 eV
**Charge**: 0
**LUMO level**: -1.37 eV

Atoms and positions in Å:
S: -1.766817 -0.272472 -1.529747
S: -1.333762 1.533050 0.818226
O: 0.582405 -1.449454 -0.555132
O: 1.462245 0.319019 0.552644
C: 0.551362 -0.185028 -0.022072
C: -0.829318 0.259653 -0.300086
H: -0.184564 1.683552 1.554923
H: 1.518449 -1.888320 -0.518757

Cartesian forces, eV/Å:
0.507 0.496 0.922
0.159 -0.187 -0.091
2.864 -0.834 0.274
-0.003 0.751 0.225
0.679 -3.316 -1.155
-1.442 1.901 0.193
-0.481 -0.332 -0.582
-2.282 1.522 0.215

---

Entry 6:
# C16H39Hg2NO16

A molecular structure, C16H39Hg2NO16 at a distorted geometry (ωB97M-V/def2-TZVPD, OMol25).

Calculated values
**E_HOMO**: -7.3 eV
**HOMO-LUMO gap**: 6.7 eV
**Charge**: 0
**LUMO level**: -0.61 eV

Atoms and positions in Å:
Hg: -20.383089 28.629577 -13.325852
Hg: -18.449937 25.551126 -12.562176
O: -23.728247 24.599878 -7.259622
O: -18.148622 28.425153 -14.220989
O: -16.185814 25.473502 -11.843395
O: -19.887866 28.795356 -10.925833
O: -18.392900 30.357334 -9.087360
O: -18.404938 23.718287 -11.135046
O: -21.458581 29.993964 -8.828581
O: -17.396331 26.471001 -14.464246
O: -22.302735 29.730701 -12.377192
O: -20.443892 24.186094 -13.064436
O: -16.449768 26.763459 -9.082486
O: -19.317627 26.836740 -14.429377
O: -18.568330 27.106039 -10.764240
O: -22.385693 27.912367 -14.419389
O: -20.328000 26.889291 -11.688370
O: -22.923816 26.100909 -9.676347
N: -17.774103 23.605041 -13.907850
C: -20.235053 23.125096 -14.037631
C: -21.771550 24.153237 -12.474919
C: -20.619399 30.809187 -8.028704
C: -18.130137 22.452381 -11.686079
C: -18.717763 23.713509 -9.690456
C: -18.875318 23.193716 -14.754659
C: -18.254727 27.316362 -14.692827
C: -19.145535 30.262076 -7.857297
C: -19.668014 27.591106 -10.918062
C: -15.454199 25.126917 -10.635121
C: -17.243659 22.673145 -12.940529
C: -23.507965 29.077315 -12.650124
C: -22.414792 26.341000 -8.339658
C: -23.548578 28.554336 -14.085222
C: -15.202760 26.325473 -9.682173
C: -23.511678 26.022512 -7.381657
H: -23.626100 28.210104 -12.000434
H: -21.541719 25.703842 -8.198639
H: -24.456051 27.955279 -14.160880
H: -14.378615 26.141867 -8.992833
H: -19.197921 29.195408 -7.639174
H: -20.916489 29.557030 -9.489501
H: -17.028607 23.881199 -14.530806
H: -14.506324 24.631208 -10.844672
H: -17.872146 23.422852 -9.067114
H: -24.403943 29.663411 -12.445630
H: -20.552349 31.753858 -8.568324
H: -22.250525 26.338890 -10.317946
H: -17.033791 21.709258 -13.404186
H: -18.991889 23.848472 -15.618246
H: -14.764636 27.127839 -10.275767
H: -15.684054 26.160634 -12.288027
H: -21.684798 24.268499 -11.394510
H: -19.043077 21.870733 -11.813851
H: -21.029733 31.051668 -7.048440
H: -20.302710 22.239349 -13.406002
H: -23.528351 29.419964 -14.747325
H: -22.621853 27.263147 -15.085972
H: -17.092735 27.025619 -9.745409
H: -22.317655 23.212378 -12.543145
H: -21.025927 23.159189 -14.786941
H: -16.075680 24.451615 -10.047036
H: -22.139565 27.394427 -8.288154
H: -24.240132 24.343838 -8.030354
H: -16.327627 23.123497 -12.558222
H: -17.460726 21.937788 -10.996759
H: -19.597658 23.164744 -9.354697
H: -18.918017 24.760424 -9.462486
H: -22.285760 25.040904 -12.843340
H: -24.360713 26.700702 -7.467086
H: -23.068417 26.306446 -6.427198
H: -18.623772 22.209301 -15.149321
H: -18.696765 29.633481 -9.639903
H: -22.300945 29.980248 -11.450199
H: -18.643398 30.843500 -7.084060

Cartesian forces, eV/Å:
1.617 -0.787 -0.365
-0.606 0.736 -0.365
-0.580 1.141 -0.324
1.712 9.260 -0.343
1.362 -0.342 1.183
-1.468 5.257 2.352
-0.283 0.660 1.290
-0.627 -0.799 2.439
-0.637 -0.323 0.864
7.685 -3.679 -2.363
0.105 0.586 -0.646
-0.704 -0.970 -0.842
2.380 -0.954 0.857
-12.878 -4.019 -1.427
6.329 -1.795 3.974
0.701 -1.900 -0.220
-6.254 -3.811 -2.913
-0.226 -0.146 0.271
-0.145 0.797 -0.029
0.016 0.345 1.195
0.977 0.686 0.559
1.720 0.395 -0.599
1.079 0.261 -0.203
0.155 1.180 -0.652
-0.638 -0.220 0.306
2.191 -0.491 4.930
-1.115 0.129 -1.593
1.495 -0.014 -3.367
-0.192 0.610 1.109
-0.733 -0.377 0.480
-0.942 -1.647 -0.061
-0.434 0.143 -1.920
-0.930 2.688 0.811
-1.560 0.570 -1.448
1.546 -0.385 1.523
0.289 -0.243 0.272
0.035 -0.018 0.376
0.064 -0.056 -0.309
-0.682 -0.481 0.688
-0.037 -0.034 0.712
0.514 -0.215 -0.513
0.116 0.613 0.190
0.051 -0.037 -0.427
0.252 -0.260 -0.365
0.135 0.532 -0.257
0.356 0.379 0.176
0.393 0.110 -0.226
0.137 -0.350 0.073
0.403 0.355 0.276
-0.147 0.409 -0.360
-0.030 0.313 -0.406
0.369 0.321 0.044
-0.009 -0.027 -0.202
-0.446 -0.552 -0.001
-0.155 -0.540 -0.583
-1.043 0.296 -0.139
0.758 -0.260 -0.143
-0.459 0.222 -0.764
0.123 -0.064 -0.886
-0.091 -0.190 0.008
-0.121 -0.184 -0.402
0.120 0.114 0.365
-0.012 -0.185 -0.159
0.072 -0.162 -0.150
-0.135 -0.426 0.175
-0.090 -0.446 -0.744
0.100 0.056 -0.090
-0.406 -0.333 -0.122
-0.484 -0.581 -0.518
-0.138 -0.081 0.374
-0.446 -0.431 -0.190
-0.089 -0.201 -0.621
0.523 0.025 0.429
0.091 -0.171 -0.047

---

no.,energy (a.u.)
1,-171.98567
2,-610.63814
3,-367.28792
4,-1530.50415
5,-1024.24481
6,-2198.17573